This record from the Open Molecules 2025 dataset describes a 7-piece molecular cluster, C18H42ClN6O10 overall in a non-equilibrium geometry. The level of theory is wB97M-V/def2-TZVPD.

Geometry as XYZ:
```
77
Properties=species:S:1:pos:R:3:forces:R:3:lowdin_charge:R:1
Cl -0.94167 -1.26119 1.32594 -1.335 4.456 -2.855 0.5955
O -0.11862 -0.48286 2.19218 1.052 -1.158 2.782 -0.3937
O -0.76586 -2.67719 1.32411 0.642 -0.402 0.367 -0.3647
O -2.32439 -0.90881 1.53251 -0.810 -1.076 1.253 -0.4027
O -0.64144 -0.59953 0.06003 0.474 -1.792 -1.607 -0.4353
C 1.04277 -10.82067 1.24100 2.266 -0.038 1.484 -0.3530
O 1.76091 -11.81214 1.40947 -1.398 0.490 -0.079 -0.0118
N 0.70794 -10.31597 0.07388 -0.358 2.824 -1.039 -0.2001
C 0.10998 -8.99256 -0.19039 -0.482 0.382 0.123 -0.0422
C 0.71978 -11.09257 -1.09500 -0.463 -2.281 -0.795 -0.0756
H 0.78099 -10.12062 2.04945 -0.115 -0.271 0.315 0.1370
H -0.96247 -9.03650 -0.38015 -0.167 -0.455 -0.100 0.0862
H 0.54319 -8.56133 -1.09287 0.222 -0.296 -0.035 0.0841
H 0.18946 -8.18033 0.53216 0.542 -0.647 0.678 0.0914
H 1.40419 -11.93947 -1.04553 0.339 0.337 0.188 0.0902
H -0.25854 -11.57103 -1.04961 -0.338 -0.201 -1.051 0.1005
H 0.86920 -10.55561 -2.03171 -0.049 0.181 0.320 0.0931
C -5.06610 -0.15008 -3.59486 -0.237 -1.593 -0.812 -0.3347
O -5.89259 0.70945 -3.80953 0.533 0.219 -0.032 0.0104
N -4.48431 -0.96975 -4.54171 -0.114 0.269 -2.432 -0.1710
C -3.50911 -2.03073 -4.21705 0.142 1.894 -0.406 -0.0509
C -4.54075 -0.73768 -6.02432 -1.395 0.311 -0.187 -0.0667
H -4.78443 -0.53146 -2.60118 -0.001 0.439 0.249 0.1340
H -2.56981 -1.62093 -4.58835 0.666 0.046 0.933 0.0814
H -3.53825 -2.90785 -4.86351 -1.165 -0.326 0.465 0.0793
H -3.58699 -2.15859 -3.13737 0.604 -0.582 -0.225 0.0906
H -3.72309 -0.24513 -6.55056 1.069 -0.555 0.778 0.0778
H -4.84668 -1.63731 -6.55832 0.723 -0.567 0.317 0.0772
H -5.30577 -0.09902 -6.46585 -0.776 0.494 1.411 0.0724
C 4.78683 2.05112 6.14605 -0.363 0.425 -0.372 -0.3929
O 5.97632 2.00210 6.25852 2.066 -0.183 -0.035 0.0136
N 3.95143 2.05588 7.19064 -0.501 -1.107 0.187 -0.1779
C 4.47887 1.77714 8.56376 -1.469 0.142 -0.474 -0.0257
C 2.49980 1.89032 6.94241 0.671 0.191 0.968 -0.0470
H 4.33562 2.17854 5.14987 -0.444 -0.121 0.113 0.1350
H 5.52757 1.51135 8.69672 -0.087 0.301 -0.881 0.0829
H 3.89159 0.93715 8.93476 -0.024 -0.028 0.223 0.0784
H 4.24043 2.65233 9.16813 0.140 -0.044 0.215 0.0811
H 2.22892 2.06024 5.90038 0.244 0.583 0.169 0.0873
H 2.10338 0.89453 7.14073 0.400 -0.279 0.312 0.0826
H 2.04797 2.57281 7.66226 -0.644 0.100 -0.468 0.0823
C 5.13612 2.40262 -0.27945 -0.651 4.365 -1.456 -0.3492
O 5.27567 3.45069 -0.94783 -0.262 -1.969 0.906 -0.0288
N 6.10053 1.76633 0.33928 1.656 -0.800 -0.091 -0.1913
C 5.71480 0.50315 0.90716 0.720 0.123 1.801 -0.0644
C 7.54767 2.09460 0.25566 -0.334 -0.627 -0.500 -0.0184
H 4.14505 2.04558 0.04072 -0.069 -0.141 -0.622 0.1359
H 6.17361 0.61359 1.88971 -0.341 -1.040 0.518 0.0893
H 6.07096 -0.42092 0.45181 0.276 0.249 -0.481 0.0885
H 4.63105 0.43589 1.00224 0.168 0.056 0.050 0.0895
H 7.78818 3.06377 -0.18133 -0.731 -0.198 -0.380 0.0851
H 8.11735 2.09956 1.18493 -0.784 -0.233 0.619 0.0805
H 7.98500 1.27863 -0.31969 0.319 0.220 -0.337 0.0838
C -6.21897 3.24554 1.73369 -2.010 -2.336 1.795 -0.3475
O -6.67277 2.49312 2.63471 1.324 1.930 -1.843 -0.0322
N -5.14612 4.01739 1.74575 0.310 0.743 -0.117 -0.2097
C -4.12190 3.99521 2.79947 -1.037 -0.105 -0.978 -0.0100
C -4.81937 4.67072 0.48243 0.303 0.245 0.825 -0.0572
H -6.70751 3.34618 0.75217 -0.439 -0.288 0.159 0.1231
H -4.62012 3.74036 3.73485 0.278 -0.156 -0.080 0.0894
H -3.70786 5.00273 2.83898 0.302 -0.205 0.171 0.0814
H -3.41854 3.23706 2.45511 0.491 0.129 0.670 0.1044
H -4.49217 5.68306 0.71952 0.267 0.039 -0.200 0.0820
H -4.02609 4.10609 -0.00748 0.008 0.208 -0.347 0.0958
H -5.71240 4.77302 -0.13412 0.192 -0.267 -0.050 0.0811
C 0.31961 5.00359 -5.19376 2.247 -1.329 -0.805 -0.3338
O 1.45340 4.51647 -5.15500 -1.259 0.703 0.288 -0.0086
N -0.81850 4.31392 -4.96423 1.315 2.506 0.442 -0.1952
C -2.03517 5.04775 -5.23331 -1.282 -1.306 -0.044 -0.0635
C -0.76467 2.96136 -4.53552 -1.682 -1.834 0.781 -0.0556
H 0.18118 6.02053 -5.59233 -0.255 0.064 0.358 0.1267
H -1.97186 6.10285 -5.49952 0.921 -0.223 -0.087 0.0835
H -2.73364 5.04466 -4.39650 0.001 -0.359 0.170 0.0857
H -2.48362 4.50835 -6.06759 -0.654 0.285 -0.111 0.0875
H -1.26511 2.30677 -5.24909 0.542 -0.158 -0.704 0.0840
H 0.16999 2.52827 -4.17919 0.376 0.794 -0.801 0.1022
H -1.41002 2.72550 -3.68935 -0.286 0.834 0.516 0.0877
```
Forces are in eV/Å.

Calculated values
E = -61276.278 eV
largest force on an atom = 5.458 eV Å⁻¹
energy above the lowest of the compared OMol25 structures with the same formula, charge and spin = 744.8 kJ/mol
total charge = -1
LUMO level = 2.1 eV